1.
A cluster of 11 separate species, C31H52N14O15 in total. Source: the OMol25 dataset; level of theory: ωB97M-V/def2-TZVPD.

```
112
Properties=species:S:1:pos:R:3:lowdin_spin:R:1
O 3.19 -3.25 -2.17 0.000
O 4.15 -6.15 1.94 0.000
O 0.44 -3.54 1.71 0.000
O 1.59 4.18 -1.32 0.000
O -1.16 -4.67 3.25 0.000
O -3.57 1.67 -6.52 0.000
O -6.79 3.11 -2.52 0.001
O -0.41 3.65 1.39 0.169
O 4.24 2.90 -3.17 0.000
O -5.48 4.36 3.42 0.158
O 0.61 2.24 -2.92 0.000
O 0.81 -6.68 -0.01 0.000
O -1.68 4.78 -1.35 0.000
O 1.62 -1.33 6.27 0.000
O -0.18 1.55 -0.26 0.000
N 3.73 -1.24 -2.93 0.000
N 2.69 -5.44 -0.33 0.000
N -1.00 -6.62 2.43 0.000
N -2.42 -6.32 3.98 0.000
N 1.63 5.31 0.64 0.000
N 0.95 -3.09 5.00 0.000
N 3.39 1.48 -1.68 0.000
N 1.02 -5.35 -1.78 0.000
N 5.28 2.33 -1.40 0.000
N 4.19 -2.99 -4.12 0.000
N 3.09 -4.80 3.28 0.000
N 0.37 -3.05 6.98 0.000
N 2.74 6.04 -1.06 0.000
N 4.51 -6.33 4.14 0.000
C -5.02 4.85 -2.55 0.002
C 3.64 -2.50 -3.04 0.000
C -1.30 3.13 -4.16 0.000
C -1.95 4.80 2.75 0.083
C -4.51 2.59 -2.06 0.000
C 2.00 5.10 -0.62 0.000
C -1.90 0.54 -5.09 0.000
C -2.92 4.32 -1.74 0.002
C -3.24 3.02 -1.71 0.000
C -3.72 5.24 -2.34 0.000
C 1.47 -5.86 -0.66 0.000
C -2.27 2.95 -5.10 0.000
C 0.26 -2.30 1.28 0.001
C -4.23 4.14 2.93 0.183
C 0.32 -0.77 -0.56 0.000
C 0.04 0.30 0.27 0.001
C -0.55 2.00 -3.65 0.000
C -2.58 1.66 -5.53 0.000
C -5.47 3.55 -2.33 0.001
C 1.02 -2.39 6.07 0.000
C -0.30 0.00 1.62 0.000
C -3.97 2.99 2.18 0.083
C -0.22 -1.24 2.11 0.000
C -1.48 -5.80 3.25 0.000
C -1.67 3.67 1.94 0.200
C 4.27 2.35 -2.16 0.000
C -0.89 0.76 -4.09 0.000
C -3.24 5.03 3.21 0.048
C 4.02 -5.79 3.10 0.000
C -2.67 2.73 1.69 0.065
C 0.38 -2.08 -0.07 0.001
H 3.65 0.72 -1.07 0.000
H -2.44 1.86 1.09 0.000
H 1.71 -5.00 -2.43 0.000
H 4.44 -3.97 -4.09 0.000
H -1.18 5.49 3.05 0.001
H -0.29 -0.12 -3.88 0.000
H 0.59 -2.82 -0.82 0.000
H 4.56 -5.76 4.98 0.000
H 0.07 -5.53 -2.06 0.000
H 2.72 -4.50 2.39 0.000
H 0.35 -3.89 4.84 0.000
H 3.11 5.73 -1.95 0.000
H -6.19 3.77 3.15 0.001
H -4.71 1.54 -1.92 0.000
H 4.57 -2.40 -4.84 0.000
H 0.17 -2.67 7.89 0.000
H -0.38 -1.32 3.17 0.000
H 3.25 -5.92 0.35 0.000
H -1.15 4.24 -0.77 0.000
H -4.81 2.37 1.90 0.001
H 5.11 1.83 -0.53 0.000
H -0.12 -3.88 6.66 0.000
H -0.29 -6.20 1.85 0.000
H -1.46 -7.51 2.29 0.000
H -3.73 2.58 -6.79 0.000
H 5.09 -7.15 4.09 0.000
H -0.85 4.02 -3.73 0.000
H 3.17 6.78 -0.53 0.000
H 0.39 -0.68 -1.63 0.000
H 0.87 3.16 -2.95 0.000
H 3.63 -0.75 -2.06 0.000
H 2.47 1.43 -2.10 0.000
H 1.81 6.15 1.16 0.000
H -2.75 3.88 -5.37 0.000
H 6.20 2.73 -1.55 0.000
H -3.51 6.22 -2.73 0.000
H 2.84 -4.47 4.20 0.000
H 1.44 -2.78 4.17 0.000
H -0.50 0.88 2.22 0.000
H -2.95 -5.77 4.65 0.000
H -5.72 5.59 -2.91 0.000
H -2.51 -7.32 4.06 0.000
H 3.02 -4.64 -0.86 0.000
H -1.91 -0.47 -5.47 0.000
H 4.09 -0.73 -3.72 0.000
H -0.38 -3.84 2.12 0.000
H 1.02 4.62 1.05 0.000
H -7.00 2.17 -2.53 0.000
H -0.38 2.80 0.94 0.001
H -3.55 5.90 3.77 -0.001
H -2.55 2.26 -1.39 0.000
H 0.10 1.65 -1.17 0.000
```

Calculated values
- Strongest force on any atom: 7.76 eV/A
- E_tot: -84559.7229 eV
- Total charge: +1
- <S²>: 0.76
- Multiplicity: 2
- Orbital gap (spin up / spin down): 6.7 / 3.0 eV

2.
A structure of composition C31H53Cl2N2O3RbSSi2Te. Source: the OMol25 dataset; level of theory: ωB97M-V/def2-TZVPD.

```
96
Properties=species:S:1:pos:R:3:lowdin_charge:R:1
Te -2.49 -2.61 2.27 0.674
Rb -1.19 0.11 -0.10 0.674
Cl -6.12 0.44 2.15 0.671
Cl -8.11 3.39 -1.91 0.579
S -0.30 2.56 1.91 0.902
Si 0.09 1.60 -4.71 0.335
Si 2.46 2.56 -2.72 0.344
O 0.54 1.47 1.37 -0.675
O -1.93 2.78 -0.85 -0.094
O -3.52 1.18 1.07 -0.205
N 1.57 -1.31 -1.96 0.017
N 0.89 -2.13 0.83 -0.028
C -6.73 2.77 -1.04 -0.690
C 2.93 -1.82 -2.08 -0.306
C 3.28 -2.76 -0.95 -0.218
C -0.52 -2.41 4.93 -0.126
C -1.70 -5.50 3.05 -0.335
C -0.19 -4.86 5.28 -0.046
C -0.37 -6.19 4.96 -0.305
C 1.67 3.61 3.36 -0.247
C 3.85 2.34 -4.00 -0.207
C 0.95 1.69 -3.14 -0.373
C -6.94 1.95 0.09 -0.150
C -2.50 -5.91 1.84 -0.134
C 1.09 0.72 -6.08 -0.203
C 3.21 2.01 -1.06 -0.186
C -0.76 -3.83 4.52 -0.334
C -1.54 -4.14 3.39 -0.582
C 2.34 4.47 -2.54 -0.204
C 0.35 2.88 3.58 -0.310
C 1.33 4.73 2.37 -0.232
C -4.33 2.59 -0.76 -0.128
C -1.12 -6.49 3.84 -0.049
C -0.41 3.25 -5.55 -0.210
C -3.04 3.04 -1.27 -0.246
C 2.20 -2.53 1.34 -0.294
C 0.46 4.10 1.27 -0.287
C -1.54 0.65 -4.55 -0.189
C 3.31 -2.08 0.42 -0.210
C -5.46 3.08 -1.44 -0.105
C -5.86 1.46 0.77 -0.588
C 0.23 -7.29 5.81 -0.079
C -4.48 1.71 0.40 -0.394
H 0.85 -6.87 6.60 0.061
H 0.47 3.85 -5.77 0.007
H 3.69 -1.02 -2.10 0.095
H 0.57 0.73 -7.04 0.009
H 4.27 -2.26 0.90 0.101
H 2.34 -2.08 2.32 0.106
H 3.22 -0.99 0.29 0.103
H 0.15 -2.35 5.79 0.062
H 2.08 4.00 4.29 0.105
H -3.55 -5.61 1.96 0.053
H -2.04 0.53 -5.52 0.016
H 4.05 1.28 -4.17 0.014
H -0.54 -7.91 6.27 0.067
H 3.29 4.94 -2.26 0.007
H 1.99 4.92 -3.47 0.007
H 4.24 -3.23 -1.16 0.099
H 2.06 1.21 -6.21 0.002
H -1.05 3.83 -4.87 0.010
H 0.43 1.92 4.08 0.093
H -1.37 -0.35 -4.14 0.020
H -1.26 -7.54 3.56 0.103
H 4.77 2.82 -3.67 0.012
H -0.32 4.76 0.90 0.089
H 0.71 -2.58 -0.06 0.048
H 1.60 4.73 -1.77 0.001
H 2.39 2.92 2.92 0.113
H -3.14 3.72 -2.14 0.120
H 1.28 -0.31 -5.79 0.014
H 3.86 2.78 -0.63 0.017
H 3.81 1.10 -1.19 0.004
H -0.08 -1.83 4.10 0.047
H 2.23 5.18 1.94 0.108
H 2.29 -3.62 1.48 0.107
H -7.94 1.70 0.41 0.094
H 1.43 -0.56 -2.65 0.022
H 2.43 1.78 -0.32 0.000
H -0.96 3.10 -6.49 0.007
H 0.26 1.63 -2.29 -0.055
H -1.46 -1.91 5.17 0.053
H 0.78 5.51 2.89 0.104
H -2.45 -6.99 1.69 0.060
H -2.23 1.18 -3.89 0.013
H 3.57 2.78 -4.96 0.009
H 0.13 -2.38 1.46 -0.059
H 1.05 3.75 0.42 0.077
H -0.38 3.51 4.11 0.093
H 2.54 -3.57 -0.94 0.108
H 0.40 -4.59 6.15 0.099
H 3.02 -2.36 -3.03 0.104
H -5.31 3.71 -2.31 0.104
H -2.14 -5.40 0.95 0.045
H 1.49 -0.83 -1.09 0.006
H 0.86 -7.96 5.20 0.067
```

Calculated values
- Energy above the lowest of the compared OMol25 structures with the same formula, charge and spin: 0.00 kcal/mol
- Strongest force on any atom: 2.64 eV/A
- E_tot: -101717.5089 eV
- Total charge: -2
- Orbital gap: 5.1 eV

3.
A structure of composition C31H53N4O2SSi4TeW. Source: the OMol25 dataset; level of theory: ωB97M-V/def2-TZVPD.

```
97
Properties=species:S:1:pos:R:3:lowdin_charge:R:1
W -0.32 1.18 0.09 1.436
Te 1.05 -0.32 -1.56 0.748
S 3.93 2.39 1.46 1.051
Si 0.86 -3.79 -2.73 0.296
Si 3.79 -2.83 -0.41 0.314
Si 0.29 -3.64 1.09 0.345
Si 1.46 -2.70 -0.73 0.193
O 0.06 3.44 2.17 -0.066
O -1.67 -0.14 0.22 -0.355
N -0.84 -0.21 1.42 -0.168
N 0.67 2.92 -0.80 -0.050
N -0.59 2.28 1.80 -0.257
N -3.52 4.37 0.97 -0.149
C -2.02 1.59 -2.40 -0.164
C -2.24 4.95 0.48 0.023
C 2.43 2.25 0.61 -0.583
C -1.54 0.32 2.55 -0.328
C -2.09 1.98 -1.05 -0.232
C 4.68 -1.42 -1.24 -0.230
C -1.66 2.35 4.07 -0.006
C -3.12 1.60 -3.26 -0.059
C 0.59 -2.96 2.81 -0.209
C 4.16 -2.84 1.42 -0.210
C -1.00 -3.71 -2.95 -0.216
C 0.89 -5.41 1.16 -0.207
C 1.37 -5.59 -2.65 -0.202
C 2.65 4.30 -0.78 -0.004
C -2.53 -0.56 3.22 -0.013
C 3.56 0.99 2.35 -0.400
C 1.70 -2.95 -4.16 -0.229
C -3.36 2.40 -0.62 -0.252
C 2.36 0.44 2.00 -0.192
C -1.28 1.61 2.82 -0.324
C -4.47 2.37 -1.47 -0.053
C -4.36 1.98 -2.79 -0.064
C 1.69 1.16 0.98 -0.418
C -3.58 2.85 0.79 -0.068
C 1.93 3.18 -0.35 -0.286
C 4.40 -4.47 -1.08 -0.217
C -4.68 5.07 0.35 0.011
C 2.09 5.19 -1.65 -0.029
C -1.54 -3.67 0.68 -0.206
C 0.15 3.81 -1.67 -0.131
C 0.80 4.93 -2.11 -0.040
H 5.76 -1.57 -1.22 0.039
H 5.44 -4.64 -0.76 0.039
H -2.99 1.28 -4.29 0.113
H -4.57 2.55 1.15 0.140
H 3.86 -1.89 1.90 0.004
H 0.90 3.15 2.56 0.114
H -5.61 4.63 0.71 0.108
H 4.45 -0.47 -0.74 0.014
H 2.63 6.07 -1.99 0.123
H 0.30 5.59 -2.81 0.116
H 0.31 -1.92 2.90 -0.011
H 1.97 -5.48 1.31 0.027
H 2.79 -3.07 -4.12 0.031
H 0.86 -6.16 -3.44 0.042
H 1.10 -6.04 -1.69 0.006
H 3.63 -3.65 1.92 0.018
H -2.16 4.76 -0.58 0.093
H -3.57 4.53 1.97 0.175
H -3.16 -1.03 2.46 0.087
H 4.26 0.64 3.10 0.080
H 5.23 -2.98 1.59 0.041
H 4.36 -1.31 -2.29 0.023
H 1.99 -0.46 2.46 0.083
H -0.01 -3.55 3.52 0.041
H -4.64 6.12 0.61 0.107
H -1.09 1.28 -2.82 0.031
H -0.91 2.20 4.84 0.098
H 2.45 -5.72 -2.78 0.019
H 1.35 -3.36 -5.11 0.038
H -2.05 -1.37 3.78 0.082
H -1.39 -2.73 -2.67 0.023
H 1.48 -1.87 -4.16 -0.012
H -2.25 6.02 0.67 0.112
H -1.73 -4.39 -0.12 0.018
H 3.65 4.45 -0.40 0.108
H -0.83 3.58 -2.04 0.083
H -1.73 3.42 3.88 0.072
H -4.62 4.96 -0.73 0.101
H 1.65 -3.08 3.09 0.023
H -1.50 -4.47 -2.33 0.021
H 0.64 -5.96 0.25 0.009
H -3.17 0.00 3.91 0.071
H -2.83 2.44 1.44 0.085
H 4.38 -4.51 -2.17 0.026
H -5.24 1.95 -3.43 0.111
H -1.88 -2.69 0.35 0.011
H -2.61 1.99 4.46 0.078
H -1.26 -3.91 -3.99 0.037
H 0.40 -5.93 2.00 0.044
H -5.45 2.64 -1.07 0.113
H -1.40 4.49 1.00 0.077
H 3.79 -5.30 -0.70 0.026
H -2.13 -3.96 1.56 0.039
```

Calculated values
- Energy above the lowest of the compared OMol25 structures with the same formula, charge and spin: 21.63 kcal/mol
- Strongest force on any atom: 1.36 eV/A
- E_tot: -94520.8169 eV
- Total charge: +1
- Orbital gap: 5.5 eV